{
  "formula": "C8H16P2",
  "method": "wB97M-V/def2-TZVPD",
  "symbols": ["C", "C", "C", "C", "P", "C", "P", "C", "C", "C", "H", "H", "H", "H", "H", "H", "H", "H", "H", "H", "H", "H", "H", "H", "H", "H"],
  "positions_angstrom": [[1.908, 1.071, -0.732], [0.552, 1.607, -0.224], [0.602, 1.461, 1.240], [0.132, 0.566, 2.081], [-0.746, -0.964, 1.692], [0.584, -2.174, 2.289], [-0.284, -1.118, -0.524], [-2.017, -1.787, -0.786], [-0.583, 0.812, -0.785], [-0.802, 1.024, -2.244], [1.994, 1.213, -1.830], [1.980, -0.053, -0.542], [2.752, 1.552, -0.175], [0.552, 2.728, -0.386], [1.393, 2.165, 1.454], [0.539, 0.475, 3.101], [-0.073, -3.110, 2.179], [0.855, -2.050, 3.394], [1.465, -1.987, 1.642], [-2.644, -1.239, -0.108], [-1.868, -2.846, -0.462], [-2.110, -1.647, -1.909], [-1.507, 0.989, -0.217], [0.067, 0.947, -2.894], [-1.173, 2.025, -2.512], [-1.567, 0.339, -2.741]],
  "nbo_charge": [-0.604, -0.291, -0.138, -0.547, 0.499, -0.924, 0.475, -0.929, -0.446, -0.632, 0.215, 0.220, 0.215, 0.221, 0.192, 0.226, 0.234, 0.231, 0.234, 0.230, 0.235, 0.228, 0.219, 0.212, 0.215, 0.209],
  "e_tot_ev": -27131.185,
  "molar_mass_da": 174.16,
  "smiles": "C[C@@H]1C=CP(C)#P(C)[C@@H]1C",
  "lumo_energy_ha": 0.0389,
  "relative_energy_kcal_mol": 0.0,
  "e_homo_ev": -7.996,
  "gap_ev": 9.056
}